[1]
Below is a cluster of 3 separate species, CH7NO2 in total in a non-equilibrium geometry, with properties calculated with the ωB97M-V functional and the def2-TZVPD basis.

Geometry as XYZ:
```
11
Properties=species:S:1:pos:R:3:mulliken_charge:R:1
C 3.99 -0.45 0.18 -0.214
N 3.79 0.53 0.94 -0.467
H 3.59 -0.50 -0.90 0.220
H 4.66 -1.29 0.56 0.207
H 3.73 0.19 1.86 0.255
H -0.24 2.18 -1.80 0.325
H -1.57 1.50 -2.07 0.307
O -0.94 2.05 -2.46 -0.633
H -5.41 -0.68 1.10 0.307
H -5.79 -2.04 1.68 0.316
O -5.80 -1.49 0.91 -0.623
```

## Properties
DFT total energy in eV: -6733.8024
Energy above the lowest of the compared OMol25 structures with the same formula, charge and spin in kcal/mol: 35.5
Frontier orbital gap in eV: 10.55
Spin multiplicity: 1
Molar mass in g/mol: 65.07

***

[2]
Below is a structure of composition C3HFMnO2 in a non-equilibrium geometry, with properties calculated with the ωB97M-V functional and the def2-TZVPD basis.

Geometry as XYZ:
```
8
Properties=species:S:1:pos:R:3:lowdin_spin:R:1
C 0.77 0.20 -0.64 0.029
C -0.20 1.09 -0.83 0.021
O -0.57 1.51 0.43 0.026
C 0.11 0.88 1.38 0.029
O 0.95 0.01 0.69 0.048
F 1.58 -0.42 -1.44 0.005
H -0.65 1.54 -1.71 0.000
Mn -1.97 -2.06 0.65 4.842
```

## Properties
DFT total energy in eV: -41252.7595
Energy above the lowest of the compared OMol25 structures with the same formula, charge and spin in kcal/mol: 40.3
<S²>: 8.7637
Frontier orbital gap (alpha / beta) in eV: 7.15 / 5.00
Spin multiplicity: 6
Molar mass in g/mol: 142.98

***

[3]
Below is a structure of composition C25H43N6O4V in a non-equilibrium geometry, with properties calculated with the ωB97M-V functional and the def2-TZVPD basis.

Geometry as XYZ:
```
79
Properties=species:S:1:pos:R:3:lowdin_spin:R:1
O -0.29 -0.39 0.62 -0.215
V -1.69 -0.24 -0.07 1.177
O -5.45 0.75 -1.15 0.001
C -4.17 0.47 -0.84 0.001
O -3.18 1.17 -0.97 0.000
O -3.84 -0.62 -0.30 -0.002
H -5.44 1.63 -1.54 0.000
C -0.38 -3.00 -5.32 0.000
C 0.29 -3.78 -4.18 0.000
C -0.70 -4.11 -3.04 0.001
C -1.14 -2.96 -2.27 0.004
N -1.50 -2.06 -1.61 0.001
H -1.19 -3.54 -5.81 0.000
H 0.41 -2.77 -6.04 0.000
H -0.76 -2.03 -5.02 0.000
H 1.19 -3.34 -3.76 0.000
H 0.55 -4.77 -4.56 0.000
H -0.28 -4.86 -2.37 0.000
H -1.58 -4.65 -3.39 0.000
C 1.48 3.59 -3.40 0.000
C 2.08 2.26 -3.98 0.000
C 1.07 1.13 -4.14 0.000
C 0.25 0.76 -2.97 0.002
N -0.33 0.46 -2.02 -0.001
H 0.63 3.98 -3.96 0.000
H 2.21 4.39 -3.35 0.000
H 1.17 3.40 -2.37 0.000
H 2.85 1.90 -3.29 0.000
H 2.40 2.50 -5.00 0.000
H 1.56 0.23 -4.51 0.000
H 0.33 1.41 -4.89 0.000
C -4.14 1.80 5.44 0.000
C -2.68 1.35 5.61 0.000
C -2.38 0.09 4.81 0.000
C -2.44 0.27 3.36 0.002
N -2.48 0.40 2.22 0.013
H -4.43 2.29 4.51 0.000
H -4.43 2.46 6.26 0.000
H -4.86 1.01 5.62 0.000
H -2.40 1.19 6.66 0.000
H -2.02 2.12 5.21 0.000
H -3.10 -0.67 5.12 0.000
H -1.38 -0.26 5.04 0.000
C 3.18 -0.07 -1.13 0.000
C 2.99 0.13 0.41 0.000
C 4.25 0.53 1.13 0.000
C 5.50 -0.25 0.85 0.000
N 6.45 -0.86 0.62 0.000
H 3.93 -0.82 -1.36 0.000
H 3.56 0.87 -1.52 0.000
H 2.31 -0.37 -1.71 0.000
H 2.62 -0.81 0.80 0.000
H 2.18 0.83 0.60 0.000
H 4.00 0.37 2.18 0.000
H 4.42 1.61 1.04 0.000
C -0.08 -5.96 1.33 0.000
C 0.43 -5.09 2.55 0.000
C -0.73 -4.37 3.24 0.000
C -1.32 -3.35 2.39 0.001
N -1.79 -2.53 1.72 0.009
H 0.79 -6.30 0.77 0.000
H -0.72 -5.40 0.65 0.000
H -0.62 -6.88 1.58 0.000
H 1.15 -4.35 2.20 0.000
H 0.94 -5.66 3.32 0.000
H -0.32 -3.90 4.13 0.000
H -1.50 -5.06 3.59 0.000
C 2.09 4.86 0.52 0.000
C 0.81 5.62 0.14 0.000
C -0.41 5.04 0.81 0.000
C -0.55 3.56 0.74 0.000
N -0.62 2.39 0.62 0.006
H 2.08 3.83 0.16 0.000
H 2.32 4.92 1.58 0.000
H 2.95 5.37 0.09 0.000
H 0.62 5.58 -0.93 0.000
H 0.97 6.68 0.35 0.000
H -1.33 5.44 0.38 0.000
H -0.35 5.45 1.82 0.000
```

## Properties
DFT total energy in eV: -69435.0997
Charge: +1
<S²>: 0.7814
Frontier orbital gap (alpha / beta) in eV: 8.74 / 9.38
Spin multiplicity: 2
Molar mass in g/mol: 542.60

***

[4]
Below is a cluster of 5 separate species, C20H55N5O5 in total in a non-equilibrium geometry, with properties calculated with the ωB97M-V functional and the def2-TZVPD basis.

Geometry as XYZ:
```
85
Properties=species:S:1:pos:R:3:mulliken_charge:R:1
C 2.34 -2.14 3.97 -1.523
C 3.07 -2.43 5.27 0.379
C 4.59 -2.33 5.13 -0.743
O 4.95 -1.00 4.82 -0.228
C 6.32 -0.68 4.95 -0.820
N 2.52 -1.51 6.29 -0.774
H 1.27 -2.05 4.23 0.442
H 2.38 -2.86 3.16 0.429
H 2.52 -1.14 3.57 0.276
H 2.85 -3.44 5.62 0.367
H 4.97 -3.08 4.43 0.390
H 4.98 -2.47 6.15 0.359
H 6.52 0.22 4.39 0.228
H 6.91 -1.51 4.53 0.316
H 6.62 -0.70 6.00 0.316
H 3.12 -1.50 7.11 0.269
H 2.74 -0.59 5.89 0.315
C -2.04 1.77 -1.47 -1.199
C -1.28 0.72 -2.27 0.496
C -0.87 -0.40 -1.33 -0.717
O -0.01 0.09 -0.30 -0.259
C 0.85 -0.87 0.24 -0.856
N -2.10 0.15 -3.33 -0.416
H -2.81 1.29 -0.86 -0.019
H -2.40 2.67 -1.96 0.456
H -1.48 2.19 -0.61 0.175
H -0.41 1.18 -2.73 0.246
H -0.27 -1.11 -1.91 0.428
H -1.74 -0.89 -0.89 0.190
H 1.08 -0.67 1.30 0.174
H 1.84 -0.70 -0.22 0.344
H 0.56 -1.91 0.17 0.433
H -2.18 0.74 -4.15 0.378
H -3.04 0.06 -2.96 0.101
C 0.86 -1.14 -5.52 -1.225
C -0.15 -1.17 -6.67 0.328
C -0.26 -2.59 -7.24 -0.800
O -0.89 -3.42 -6.29 -0.302
C -0.29 -4.67 -6.11 -0.814
N -1.41 -0.69 -6.12 -0.641
H 0.72 -1.99 -4.85 0.271
H 0.78 -0.20 -4.97 0.268
H 1.92 -1.07 -5.80 0.402
H 0.21 -0.51 -7.47 0.255
H 0.73 -2.96 -7.55 0.446
H -0.86 -2.62 -8.15 0.357
H 0.75 -4.61 -5.78 0.342
H -0.26 -5.27 -7.03 0.312
H -0.84 -5.26 -5.38 0.251
H -1.52 -1.13 -5.21 0.305
H -2.22 -1.03 -6.64 0.241
C 4.77 5.38 1.63 -1.388
C 3.30 5.63 2.05 0.414
C 2.47 4.37 1.92 -0.669
O 2.65 3.80 0.66 -0.340
C 1.87 2.64 0.44 -0.574
N 3.17 6.15 3.40 -0.635
H 5.29 4.58 2.16 0.295
H 5.31 6.32 1.81 0.408
H 4.89 5.25 0.55 0.348
H 2.92 6.39 1.37 0.305
H 1.43 4.63 2.13 0.331
H 2.72 3.66 2.73 0.231
H 1.80 2.46 -0.63 0.250
H 0.86 2.79 0.83 0.288
H 2.33 1.79 0.97 0.238
H 3.17 7.16 3.39 0.259
H 3.88 5.82 4.04 0.229
C -5.57 -0.81 2.63 -1.207
C -6.45 -1.47 1.58 0.578
C -6.05 -1.03 0.17 -0.601
O -6.65 0.25 0.00 -0.364
C -5.92 1.03 -0.93 -0.426
N -6.29 -2.92 1.72 -0.747
H -5.33 -1.37 3.54 0.388
H -5.97 0.15 2.95 0.298
H -4.57 -0.61 2.24 0.181
H -7.46 -1.09 1.73 0.226
H -6.55 -1.69 -0.55 0.324
H -4.99 -1.13 -0.04 0.239
H -6.33 2.03 -1.05 0.309
H -5.90 0.57 -1.92 0.293
H -4.89 1.15 -0.60 0.066
H -6.67 -3.28 2.59 0.262
H -6.88 -3.39 1.04 0.241
```

## Properties
DFT total energy in eV: -39316.2280
Energy above the lowest of the compared OMol25 structures with the same formula, charge and spin in kcal/mol: 31.7
Frontier orbital gap in eV: 9.84
Spin multiplicity: 1
Molar mass in g/mol: 445.69

***

[5]
Below is a cluster of 3 separate species, C3H5BrOS in total in a non-equilibrium geometry, with properties calculated with the ωB97M-V functional and the def2-TZVPD basis.

Geometry as XYZ:
```
11
Properties=species:S:1:pos:R:3:mulliken_charge:R:1
C -0.63 -1.51 -0.33 0.655
C -1.60 -1.15 -1.13 -0.734
C 0.85 0.52 1.21 -0.273
O -0.11 -1.72 0.70 -0.378
S 0.85 1.16 -0.26 -0.208
Br 4.41 0.01 -0.03 -0.247
H -1.80 -1.64 -2.09 0.262
H 3.09 0.66 0.16 0.158
H -2.52 -0.68 -0.71 0.246
H 1.72 0.09 1.74 0.200
H -0.04 0.37 1.74 0.319
```

## Properties
DFT total energy in eV: -86114.3822
Energy above the lowest of the compared OMol25 structures with the same formula, charge and spin in kcal/mol: 54.2
Frontier orbital gap in eV: 8.58
Spin multiplicity: 1
Molar mass in g/mol: 169.04

***

[6]
Below is a cluster of 2 separate species, CH7NSi in total in a non-equilibrium geometry, with properties calculated with the ωB97M-V functional and the def2-TZVPD basis.

Geometry as XYZ:
```
10
Properties=species:S:1:pos:R:3:mulliken_charge:R:1
C 0.86 1.53 0.05 -0.593
N 0.01 -0.23 0.94 -0.510
Si -0.65 -1.38 -0.22 0.421
H 1.76 1.34 0.42 0.308
H 0.89 1.20 -0.91 0.288
H 0.21 2.38 0.34 0.254
H -0.57 0.19 1.64 0.216
H 0.49 -1.86 -0.79 -0.139
H -1.35 -0.60 -1.24 -0.118
H -1.49 -2.54 0.30 -0.127
```

## Properties
DFT total energy in eV: -10514.8908
Energy above the lowest of the compared OMol25 structures with the same formula, charge and spin in kcal/mol: 81.1
Frontier orbital gap in eV: 9.16
Spin multiplicity: 1
Molar mass in g/mol: 61.16

***

[7]
Below is the ion C5H13N2S with charge -1 in a non-equilibrium geometry, with properties calculated with the ωB97M-V functional and the def2-TZVPD basis.

Geometry as XYZ:
```
21
Properties=species:S:1:pos:R:3:mulliken_charge:R:1
C -1.94 1.11 0.02 -0.520
N -1.30 -0.25 0.65 -0.277
C 0.11 -0.20 0.89 0.056
C 0.92 -1.25 0.14 -0.840
S 2.68 -0.68 -0.17 -0.678
C 0.47 -0.12 2.39 -1.411
C -1.22 1.31 -1.29 -0.433
N -2.06 0.62 -2.44 -0.632
H -1.74 2.01 0.55 0.258
H -3.03 0.86 -0.17 0.365
H -1.72 -0.79 1.45 0.281
H 0.48 0.78 0.50 0.185
H 0.48 -1.46 -0.89 0.184
H 0.97 -2.18 0.64 0.347
H 0.42 -1.08 2.76 0.445
H 1.40 0.41 2.36 0.404
H -0.44 0.49 2.96 0.203
H -1.16 2.36 -1.51 0.329
H -0.19 0.91 -1.37 0.302
H -2.88 1.18 -2.53 0.203
H -1.97 -0.31 -2.38 0.229
```

## Properties
DFT total energy in eV: -19209.8018
Energy above the lowest of the compared OMol25 structures with the same formula, charge and spin in kcal/mol: 57.1
Charge: -1
Frontier orbital gap in eV: 5.90
Spin multiplicity: 1
Molar mass in g/mol: 133.24

***

[8]
Below is a cluster of 8 separate species, C35H77NO16P in total, with properties calculated with the ωB97M-V functional and the def2-TZVPD basis.

Geometry as XYZ:
```
130
Properties=species:S:1:pos:R:3:mulliken_charge:R:1
C 3.88 1.16 0.55 -0.041
O 4.81 0.48 1.37 -0.485
C 4.29 -0.72 1.94 0.149
C 4.12 -1.89 0.97 -0.293
C 2.99 -2.83 1.43 -1.023
P 1.21 -2.19 1.04 1.401
N 0.73 -3.84 0.40 -0.958
C -0.55 -1.45 0.68 -0.756
C -0.97 -0.37 1.64 0.701
C -2.49 -0.11 1.61 -1.057
O -0.27 0.85 1.32 -0.504
H 4.25 1.25 -0.48 0.296
H 2.90 0.67 0.53 0.045
H 3.74 2.17 0.93 -0.157
H 4.99 -0.98 2.73 0.299
H 3.31 -0.51 2.39 -0.138
H 5.07 -2.45 0.95 0.312
H 3.92 -1.52 -0.03 0.219
H 3.11 -3.79 0.92 0.500
H 3.09 -3.03 2.50 0.138
H 1.70 -1.78 -0.31 -0.370
H 1.59 -0.87 1.56 -0.400
H 0.73 -2.58 2.38 -0.313
H -0.27 -3.96 0.29 0.184
H 1.20 -4.05 -0.47 0.267
H -1.30 -2.24 0.73 -0.249
H -0.56 -1.00 -0.33 0.293
H -0.71 -0.70 2.66 -0.093
H -2.70 0.97 1.61 0.463
H -2.93 -0.51 0.69 0.131
H -3.00 -0.58 2.45 0.256
H -0.54 1.52 1.96 0.300
O 4.66 1.24 -3.05 -0.548
C 4.36 2.31 -3.50 0.847
O 4.12 3.33 -2.64 -0.315
C 3.90 4.68 -3.08 -0.073
C 2.46 4.93 -3.47 -1.090
C 4.19 2.53 -4.99 -1.179
H 4.60 4.93 -3.88 0.319
H 4.17 5.29 -2.22 0.051
H 2.16 4.31 -4.32 0.351
H 2.32 5.97 -3.74 0.360
H 1.80 4.69 -2.63 0.306
H 3.18 2.22 -5.26 0.277
H 4.89 1.88 -5.50 0.336
H 4.33 3.56 -5.32 0.335
O 4.55 7.29 -0.52 -0.575
C 4.90 6.83 0.54 0.914
O 5.38 5.59 0.57 -0.353
C 5.92 4.98 1.76 -0.444
C 4.84 4.41 2.64 -0.810
C 4.72 7.61 1.83 -1.194
H 6.56 5.69 2.28 0.363
H 6.56 4.18 1.38 0.387
H 4.17 5.18 3.02 0.275
H 5.28 3.89 3.50 0.410
H 4.24 3.69 2.08 0.036
H 3.70 7.46 2.17 0.296
H 4.86 8.66 1.60 0.287
H 5.40 7.31 2.63 0.379
O -3.26 -3.45 1.31 -0.536
C -4.21 -3.69 0.62 0.754
O -4.01 -4.29 -0.57 -0.381
C -5.09 -4.79 -1.38 -0.212
C -5.70 -3.72 -2.26 -0.784
C -5.61 -3.26 1.01 -0.493
H -5.84 -5.29 -0.79 0.266
H -4.61 -5.54 -2.00 0.318
H -6.18 -2.94 -1.67 0.268
H -6.45 -4.16 -2.91 0.083
H -4.94 -3.24 -2.88 0.375
H -5.73 -2.22 0.71 0.204
H -5.68 -3.32 2.10 0.388
H -6.40 -3.86 0.56 -0.186
O -8.00 -5.39 -0.13 -0.638
C -8.96 -5.64 0.54 0.772
O -8.95 -6.78 1.27 -0.360
C -9.97 -7.10 2.22 -0.429
C -11.17 -7.76 1.57 -0.950
C -10.17 -4.75 0.55 -1.044
H -10.25 -6.22 2.79 0.357
H -9.48 -7.79 2.90 0.309
H -11.67 -7.08 0.87 0.276
H -11.90 -8.05 2.33 0.354
H -10.86 -8.65 1.02 0.296
H -10.80 -5.02 -0.30 0.277
H -9.83 -3.73 0.41 0.312
H -10.78 -4.81 1.45 0.355
O 2.48 1.95 6.51 -0.591
C 2.61 0.76 6.50 0.710
O 3.52 0.22 7.35 -0.374
C 3.69 -1.20 7.49 -0.470
C 4.59 -1.77 6.43 -0.588
C 1.86 -0.14 5.55 -0.561
H 2.72 -1.70 7.52 0.391
H 4.14 -1.31 8.48 0.297
H 4.16 -1.66 5.43 -0.023
H 4.75 -2.84 6.60 0.362
H 5.56 -1.27 6.44 0.284
H 2.41 -0.18 4.61 -0.046
H 0.89 0.30 5.35 0.311
H 1.72 -1.16 5.91 0.267
O -8.18 -4.51 -5.27 -0.559
C -7.66 -5.57 -5.46 0.842
O -6.35 -5.60 -5.77 -0.362
C -5.59 -6.81 -5.85 -0.360
C -5.72 -7.48 -7.20 -1.061
C -8.45 -6.86 -5.40 -1.052
H -5.86 -7.48 -5.03 0.341
H -4.56 -6.49 -5.68 0.362
H -6.74 -7.80 -7.40 0.275
H -5.07 -8.36 -7.24 0.359
H -5.42 -6.79 -7.99 0.311
H -8.93 -7.00 -6.37 0.272
H -9.22 -6.74 -4.65 0.302
H -7.86 -7.74 -5.18 0.345
O 7.20 12.53 0.28 -0.584
C 7.10 11.81 -0.68 0.710
O 6.39 10.68 -0.57 -0.357
C 6.10 9.82 -1.70 -0.357
C 7.23 8.86 -1.98 -0.916
C 7.82 12.13 -1.98 -0.895
H 5.84 10.42 -2.57 0.343
H 5.22 9.27 -1.40 0.293
H 8.15 9.37 -2.27 0.366
H 6.94 8.18 -2.78 0.308
H 7.44 8.26 -1.09 0.223
H 8.84 11.76 -1.90 0.242
H 7.85 13.21 -2.08 0.302
H 7.37 11.69 -2.87 0.320
```

## Properties
DFT total energy in eV: -81080.4200
Charge: -1
Frontier orbital gap in eV: 4.64
Spin multiplicity: 1
Molar mass in g/mol: 798.97

***

What is the DFT total energy in the sixth record? -10514.8908 eV

***

What is the formula in the seventh record? C5H13N2S

***

Look up the molar mass of the seventh one. 133.24 g/mol